(1)
Density functional theory data (ωB97M-V/def2-TZVPD) for a molecular structure, C23H41ClP2Rh.

The calculation puts the LUMO energy (spin up / spin down) at -2.2343 / -3.9772 eV. The expectation value of S² is 6.01. The energy relative to the best compared isomer or geometry (same formula, charge and spin) comes out at 23.33 kJ/mol. The frontier orbital gap (spin up / spin down) comes out at 4.25 / 7.45 eV.

ORCA input file:
```
! RIJCOSX wB97M-V def2-TZVPD def2/J DEFGRID3
* xyz 1 5
Rh -2.494 -0.261 0.080
C -2.553 0.047 2.097
C -2.583 1.280 1.348
C -4.427 0.006 0.725
C -3.697 -0.738 1.709
C -3.748 1.252 0.513
C -1.561 -0.399 3.114
H -0.981 0.434 3.508
H -0.867 -1.109 2.659
H -2.038 -0.912 3.952
C -4.079 -2.074 2.252
H -3.769 -2.168 3.292
H -3.613 -2.883 1.682
H -5.160 -2.214 2.206
C -5.699 -0.441 0.089
H -6.339 -0.904 0.839
H -5.527 -1.176 -0.703
H -6.217 0.420 -0.334
C -4.177 2.296 -0.463
H -5.264 2.378 -0.448
H -3.883 2.003 -1.478
H -3.724 3.260 -0.225
C -1.571 2.371 1.417
H -2.035 3.319 1.139
H -0.758 2.159 0.712
H -1.141 2.436 2.418
C 1.867 -2.583 1.624
C 1.724 -1.635 2.560
C 1.729 -0.158 2.219
C 2.905 0.299 1.340
C 2.563 0.685 -0.123
C 1.193 0.171 -0.588
C 0.846 -1.329 -0.439
C 1.904 -2.267 0.170
H 1.846 0.404 3.157
H 3.700 -0.445 1.411
H 0.763 0.125 1.778
H 2.865 -1.823 -0.055
H 2.057 -3.634 1.879
H 1.593 -1.852 3.625
H 1.869 -3.221 -0.381
H -0.118 -1.410 0.101
H 0.425 0.809 -0.126
H 0.617 -1.767 -1.433
H 3.329 1.196 1.817
H 2.575 1.794 -0.135
P 3.725 0.273 -1.459
C 4.688 -1.159 -0.871
C 4.847 1.645 -1.835
P 0.908 0.495 -2.363
C 2.628 -0.055 -2.847
C 0.901 2.273 -2.672
C -0.296 -0.278 -3.423
H 4.284 -2.096 -1.276
H 4.733 -1.205 0.222
H 5.700 -1.049 -1.238
H 5.613 1.305 -2.557
H 5.367 1.945 -0.905
H 4.332 2.514 -2.273
H 0.209 -0.699 -4.312
H -0.986 0.519 -3.755
H -0.865 -1.066 -2.911
H 2.652 -1.127 -3.095
H 2.968 0.503 -3.735
H -0.108 2.517 -3.048
H 1.643 2.552 -3.442
H 1.088 2.867 -1.766
Cl -2.376 -2.414 -0.940
*
```

Atomic partial charges in e from the Löwdin method, atoms 1 to 6: atom 1 (Rh): 0.9480, atom 2 (C): -0.3207, atom 3 (C): -0.3572, atom 4 (C): -0.3390, atom 5 (C): -0.3314, atom 6 (C): -0.3502

---

(2)
Density functional theory data (ωB97M-V/def2-TZVPD) for C22H21ClN4O2 in the gas phase.

The calculation puts the LUMO energy at 0.0350 eV. The energy relative to the best compared isomer or geometry (same formula, charge and spin) comes out at 292.03 kJ/mol. The frontier orbital gap comes out at 8.22 eV. As for the SMILES: C=CC(=O)N1CCC[C@@H](n2/c(=N/C(=O)c3ccc(Cl)cc3)[nH]c3ccccc32)C1.

ORCA input file:
```
! RIJCOSX wB97M-V def2-TZVPD def2/J DEFGRID3
* xyz 0 1
C -2.861 -5.228 1.464
C -2.846 -4.032 0.862
C -2.361 -2.804 1.359
O -2.392 -2.551 2.536
N -2.151 -1.722 0.434
C -1.950 -1.842 -1.013
C -0.561 -2.491 -1.297
C 0.596 -1.580 -0.695
C 0.241 -0.981 0.764
N 1.198 0.061 1.165
C 1.225 1.285 0.554
N 0.531 1.692 -0.474
C 0.557 2.888 -1.111
O 1.303 3.723 -0.679
C -0.225 3.203 -2.340
C -0.738 2.029 -3.045
C -1.545 2.192 -4.191
C -1.678 3.541 -4.664
Cl -2.759 3.832 -6.002
C -0.967 4.688 -4.107
C -0.195 4.480 -2.983
N 2.384 1.928 0.990
C 2.821 1.250 2.179
C 3.670 1.532 3.286
C 3.876 0.602 4.294
C 3.221 -0.598 4.283
C 2.259 -0.892 3.284
C 2.053 0.039 2.225
C -1.273 -0.588 0.874
H -3.415 -6.132 1.197
H -2.499 -5.262 2.528
H -3.176 -4.165 -0.176
H -2.757 -2.568 -1.351
H -1.868 -0.874 -1.469
H -0.274 -2.793 -2.325
H -0.531 -3.430 -0.768
H 1.485 -2.169 -0.695
H 0.893 -0.723 -1.379
H 0.445 -1.783 1.486
H -0.491 1.037 -2.705
H -1.868 1.258 -4.776
H -1.107 5.722 -4.500
H 0.160 5.392 -2.573
H 2.712 2.826 0.640
H 4.237 2.436 3.174
H 4.718 0.650 5.018
H 3.434 -1.238 5.056
H 1.698 -1.874 3.338
H -1.613 -0.364 1.858
H -1.620 0.398 0.468
*
```

Atomic partial charges in e from the Löwdin method, atoms 1 to 6: atom 1 (C): 0.0604, atom 2 (C): -0.1116, atom 3 (C): -0.4729, atom 4 (O): 0.0923, atom 5 (N): -0.0389, atom 6 (C): -0.1576

---

(3)
Density functional theory data (ωB97M-V/def2-TZVPD) for 2 unconnected molecules or ions with the total composition CH5NO3S.

The calculation puts the LUMO energy at 0.6834 eV. The energy relative to the best compared isomer or geometry (same formula, charge and spin) comes out at 231.06 kJ/mol. The frontier orbital gap comes out at 10.52 eV.

ORCA input file:
```
! RIJCOSX wB97M-V def2-TZVPD def2/J DEFGRID3
* xyz 0 1
C -2.219 0.455 0.819
N -1.629 -0.282 -0.002
O 2.065 0.077 -1.606
O 1.702 -1.716 0.164
O 1.080 0.742 0.456
S 2.141 -0.146 0.051
H -3.294 0.483 1.059
H -1.718 1.450 1.159
H -0.653 0.114 -0.085
H 1.732 0.859 -2.048
H 0.794 -2.035 0.035
*
```

Atomic partial charges in e from the Löwdin method, atoms 1 to 6: atom 1 (C): -0.1732, atom 2 (N): 0.0054, atom 3 (O): -0.2967, atom 4 (O): -0.2749, atom 5 (O): -0.4578, atom 6 (S): 0.9167

---

(4)
Density functional theory data (ωB97M-V/def2-TZVPD) for a gas-phase ion, CH2NO2 (charge -1).

The calculation puts the LUMO energy at 4.7502 eV. The energy relative to the best compared isomer or geometry (same formula, charge and spin) comes out at 60.89 kJ/mol. The frontier orbital gap comes out at 8.41 eV. As for the SMILES: NC(=O)[O-].

ORCA input file:
```
! RIJCOSX wB97M-V def2-TZVPD def2/J DEFGRID3
* xyz -1 1
N 0.870 0.088 -0.325
C -0.726 0.189 -0.010
O -1.150 -0.985 0.211
O -1.159 1.312 0.031
H 0.835 -0.981 -0.463
H 1.329 0.377 0.557
*
```

Need the Löwdin charges? In units of e they are: atom 1 (N): -0.0302, atom 2 (C): -0.8012, atom 3 (O): -0.1523, atom 4 (O): -0.0561, atom 5 (H): 0.0358, atom 6 (H): 0.0039

---

(5)
Density functional theory data (ωB97M-V/def2-TZVPD) for 13 unconnected molecules or ions with the total composition C39H91N13O13.

The calculation puts the LUMO energy at -0.1384 eV. The energy relative to the best compared isomer or geometry (same formula, charge and spin) comes out at 216.40 kJ/mol. The frontier orbital gap comes out at 7.97 eV.

ORCA input file:
```
! RIJCOSX wB97M-V def2-TZVPD def2/J DEFGRID3
* xyz 0 1
C -0.651 4.244 1.672
C -0.553 5.648 1.172
O -1.134 6.064 0.187
N 0.262 6.450 1.912
C 0.782 7.728 1.451
H -0.952 4.089 2.704
H 0.340 3.797 1.541
H -1.239 3.658 0.968
H 0.826 6.030 2.632
H 1.568 7.664 0.701
H 1.137 8.275 2.326
H -0.051 8.332 1.090
C 3.674 0.479 3.611
C 4.524 1.737 3.541
O 5.671 1.850 3.926
N 3.875 2.818 3.012
C 4.339 4.189 3.187
H 3.283 0.123 2.664
H 2.843 0.684 4.291
H 4.324 -0.257 4.081
H 2.869 2.746 3.105
H 4.890 4.150 4.134
H 3.503 4.880 3.187
H 5.053 4.441 2.402
C -0.274 1.952 5.335
C 0.324 3.255 4.975
O 1.176 3.375 4.097
N -0.226 4.329 5.576
C 0.227 5.697 5.501
H -1.112 1.693 4.682
H -0.644 1.853 6.358
H 0.452 1.150 5.200
H -0.857 4.131 6.336
H 1.010 5.717 4.746
H 0.586 6.117 6.439
H -0.547 6.371 5.126
C -2.101 1.381 -1.784
C -3.137 2.454 -1.805
O -3.588 2.937 -2.834
N -3.519 2.908 -0.582
C -4.404 4.007 -0.336
H -1.046 1.642 -1.718
H -2.150 0.928 -2.779
H -2.395 0.609 -1.073
H -3.138 2.407 0.206
H -3.879 4.807 0.187
H -5.305 3.649 0.174
H -4.762 4.385 -1.293
C -0.983 0.684 1.801
C 0.020 0.122 0.808
O 1.166 0.536 0.715
N -0.499 -0.813 -0.037
C 0.140 -1.452 -1.174
H -1.626 0.029 2.382
H -1.650 1.395 1.315
H -0.342 1.267 2.466
H -1.441 -1.094 0.249
H 0.855 -0.784 -1.653
H -0.724 -1.532 -1.842
H 0.598 -2.415 -0.944
C 2.460 1.658 -3.245
C 2.754 3.022 -3.872
O 3.317 3.897 -3.239
N 2.447 3.157 -5.176
C 2.703 4.364 -5.929
H 3.421 1.150 -3.156
H 1.620 1.057 -3.589
H 2.214 1.811 -2.189
H 1.962 2.402 -5.627
H 2.312 4.360 -6.941
H 3.788 4.359 -6.113
H 2.516 5.248 -5.326
C -3.936 -3.481 -0.884
C -3.977 -2.118 -0.239
O -3.021 -1.728 0.431
N -5.084 -1.398 -0.401
C -5.530 -0.188 0.232
H -3.708 -3.263 -1.931
H -4.856 -4.054 -0.762
H -3.164 -4.065 -0.391
H -5.718 -1.757 -1.098
H -5.091 0.804 0.100
H -5.407 -0.320 1.316
H -6.607 -0.045 0.152
C 0.094 -4.317 -3.547
C 0.956 -5.074 -2.585
O 1.911 -4.569 -1.995
N 0.583 -6.336 -2.307
C 1.407 -7.180 -1.472
H -0.776 -4.873 -3.905
H 0.564 -3.888 -4.429
H -0.333 -3.465 -3.007
H -0.298 -6.713 -2.603
H 0.951 -8.135 -1.222
H 1.667 -6.786 -0.488
H 2.379 -7.333 -1.946
C -0.089 -4.284 1.015
C 0.030 -5.657 1.688
O 0.548 -5.794 2.780
N -0.547 -6.664 0.998
C -0.789 -7.960 1.625
H 0.881 -3.800 1.083
H -0.798 -3.735 1.642
H -0.545 -4.299 0.026
H -1.070 -6.479 0.164
H -1.863 -8.077 1.771
H -0.243 -8.123 2.548
H -0.458 -8.786 0.989
C 2.822 -1.665 -4.188
C 4.125 -2.426 -3.972
O 5.113 -1.943 -4.513
N 4.120 -3.599 -3.313
C 5.385 -4.173 -2.875
H 2.872 -0.723 -4.720
H 2.223 -1.636 -3.278
H 2.239 -2.260 -4.907
H 3.245 -4.064 -3.047
H 6.060 -3.333 -2.707
H 5.845 -4.817 -3.625
H 5.299 -4.677 -1.913
C 3.947 -0.737 -0.800
C 4.585 -1.534 0.304
O 5.298 -1.019 1.142
N 4.328 -2.869 0.342
C 4.923 -3.745 1.341
H 3.154 -1.318 -1.272
H 4.703 -0.568 -1.573
H 3.559 0.232 -0.502
H 3.969 -3.288 -0.502
H 5.039 -4.758 0.961
H 4.292 -3.768 2.227
H 5.917 -3.331 1.521
C -4.113 4.229 3.576
C -3.751 2.811 3.985
O -3.362 2.020 3.139
N -3.910 2.490 5.286
C -3.924 1.127 5.755
H -4.733 4.245 2.683
H -3.191 4.744 3.301
H -4.630 4.767 4.371
H -4.018 3.252 5.930
H -4.212 0.418 4.979
H -4.756 0.963 6.448
H -3.015 0.771 6.237
C -2.333 -2.828 -5.361
C -3.035 -1.816 -4.488
O -2.820 -1.788 -3.278
N -3.864 -0.986 -5.138
C -4.422 0.230 -4.565
H -1.293 -2.948 -5.074
H -2.408 -2.625 -6.432
H -2.863 -3.783 -5.296
H -3.701 -0.986 -6.131
H -5.380 0.423 -5.044
H -3.777 1.082 -4.787
H -4.523 0.148 -3.489
*
```

Atomic partial charges in e from the Löwdin method, atoms 1 to 6: atom 1 (C): 0.0037, atom 2 (C): -0.5472, atom 3 (O): 0.0508, atom 4 (N): 0.0035, atom 5 (C): -0.0716, atom 6 (H): 0.0624

---

(6)
Density functional theory data (ωB97M-V/def2-TZVPD) for a molecular structure, C39H36IN10O3PSY.

The calculation puts the LUMO energy at -2.1476 eV. The energy relative to the best compared isomer or geometry (same formula, charge and spin) comes out at 344.29 kJ/mol. The frontier orbital gap comes out at 8.04 eV.

ORCA input file:
```
! RIJCOSX wB97M-V def2-TZVPD def2/J DEFGRID3
* xyz 1 1
Y 0.558 -0.767 0.442
O -3.394 -1.679 -0.588
C -2.289 -0.808 -0.567
N -1.080 -1.287 -1.057
C -1.081 -1.641 -2.367
O -2.018 -1.600 -3.145
C 0.265 -2.119 -2.844
C 0.346 -2.914 -3.976
C 1.597 -3.322 -4.408
C 2.711 -2.892 -3.707
C 2.532 -2.084 -2.595
N 1.331 -1.710 -2.148
C -2.796 1.042 0.483
C -4.156 1.191 1.144
C -4.070 1.783 2.510
C -3.048 2.595 2.768
C -2.049 2.847 1.717
N -1.905 2.174 0.641
H -0.568 -3.179 -4.489
H 1.702 -3.952 -5.282
H 3.711 -3.165 -4.014
H 3.392 -1.720 -2.050
H -4.727 1.883 0.507
H -4.850 1.598 3.240
H -2.938 3.111 3.712
H -1.357 3.672 1.871
C -2.283 -2.509 3.927
C -1.723 -1.757 2.766
N -0.476 -1.666 2.483
N 0.408 -2.313 3.339
C 1.519 -1.651 3.473
N 2.501 -2.280 4.202
S 1.915 -0.090 2.808
C -2.633 -1.030 1.875
C -3.964 -1.097 1.918
C -4.713 -0.229 0.950
C -4.282 -0.535 -0.526
C -3.117 0.437 -0.886
N -2.039 -0.229 0.844
H -1.492 -2.987 4.493
H -2.980 -3.269 3.570
H -2.841 -1.831 4.575
H 2.167 -3.005 4.822
H 3.223 -1.686 4.574
H -4.478 -1.703 2.652
H -5.790 -0.294 1.083
H -5.113 -0.641 -1.217
H -3.109 0.986 -1.820
N 2.235 1.744 -1.358
P 0.668 1.932 -0.634
C 0.904 3.510 0.224
C 0.886 4.743 -0.423
C 1.184 5.902 0.280
C 1.513 5.836 1.627
C 1.546 4.608 2.274
C 1.239 3.449 1.576
C -0.313 2.238 -2.135
C -0.149 1.351 -3.198
C -0.960 1.439 -4.320
C -1.927 2.428 -4.401
C -2.083 3.329 -3.355
C -1.290 3.228 -2.222
C 3.227 0.908 -0.896
C 4.570 1.190 -1.208
C 5.549 0.342 -0.760
C 5.198 -0.782 -0.007
C 3.868 -0.986 0.252
N 2.889 -0.167 -0.181
H 2.581 2.526 -1.898
H 0.642 4.810 -1.476
H 1.161 6.857 -0.228
H 1.748 6.741 2.172
H 1.807 4.549 3.322
H 1.250 2.496 2.094
H 0.609 0.580 -3.146
H -0.839 0.726 -5.124
H -2.559 2.498 -5.276
H -2.830 4.110 -3.417
H -1.444 3.914 -1.401
H 4.811 2.074 -1.782
H 6.587 0.552 -0.984
H 5.940 -1.473 0.365
H 3.538 -1.844 0.823
N 0.535 -4.993 -0.095
C 1.251 -4.197 0.696
O 1.299 -2.977 0.499
C 2.056 -4.813 1.805
I 0.892 -6.026 3.105
H -0.033 -4.575 -0.816
H 0.406 -5.965 0.132
H 2.502 -4.022 2.399
H 2.817 -5.471 1.393
*
```

Atomic partial charges in e from the Löwdin method, atoms 1 to 6: atom 1 (Y): 1.3015, atom 2 (O): 0.0416, atom 3 (C): -0.4655, atom 4 (N): 0.0173, atom 5 (C): -0.4802, atom 6 (O): 0.0862

---

(7)
Density functional theory data (ωB97M-V/def2-TZVPD) for CH4OS in the gas phase.

The calculation puts the LUMO energy at 0.5963 eV. The energy relative to the best compared isomer or geometry (same formula, charge and spin) comes out at 102.57 kJ/mol. The frontier orbital gap comes out at 9.91 eV. As for the SMILES: COS.

ORCA input file:
```
! RIJCOSX wB97M-V def2-TZVPD def2/J DEFGRID3
* xyz 0 1
C 0.884 0.272 -0.038
O -0.174 -0.618 -0.619
S -1.781 -0.146 -0.409
H 0.274 1.098 0.342
H 1.736 0.604 -0.698
H 1.392 -0.298 0.735
H -2.331 -0.912 0.686
*
```

Atomic partial charges in e from the Löwdin method, atoms 1 to 6: atom 1 (C): -0.1361, atom 2 (O): -0.6777, atom 3 (S): 0.7165, atom 4 (H): 0.0409, atom 5 (H): 0.0917, atom 6 (H): 0.0667

---

(8)
Density functional theory data (ωB97M-V/def2-TZVPD) for a molecular structure, C7H18Br4FINbO3SSi.

The calculation puts the LUMO energy at 1.6404 eV. The frontier orbital gap comes out at 6.88 eV.

ORCA input file:
```
! RIJCOSX wB97M-V def2-TZVPD def2/J DEFGRID3
* xyz -1 1
C 0.133 -3.458 -0.656
C 1.045 -2.583 -1.479
O 0.324 -1.485 -2.004
C 1.033 -0.283 -2.042
Nb 0.159 0.911 -0.298
Br -2.055 -0.360 0.241
I 1.631 -0.537 1.628
Si -0.156 2.874 1.442
C -1.925 2.775 2.127
C 0.084 4.628 0.768
C 0.954 2.744 2.972
S 2.279 2.211 -0.816
O 2.556 3.310 0.064
O 2.245 2.583 -2.203
F 3.582 1.253 -0.693
H -0.786 -3.678 -1.183
H 0.642 -4.400 -0.474
H -0.089 -2.987 0.294
H 1.885 -2.284 -0.855
H 1.456 -3.154 -2.316
H 0.835 0.198 -2.997
H 2.111 -0.434 -1.998
H -0.655 1.928 -1.545
H -2.682 2.744 1.356
H -2.000 1.918 2.790
H -2.028 3.657 2.758
H 1.083 4.958 1.029
H -0.065 4.727 -0.299
H -0.591 5.294 1.308
H 1.996 2.608 2.723
H 0.574 1.913 3.559
H 0.782 3.636 3.574
C -2.918 -6.348 -1.302
Br -1.027 -6.629 -1.536
Br -3.290 -4.914 -0.079
Br -3.804 -6.088 -2.991
H -3.320 -7.250 -0.868
*
```

Atomic partial charges in e from the Löwdin method, atoms 1 to 6: atom 1 (C): -0.1474, atom 2 (C): -0.3208, atom 3 (O): -0.2424, atom 4 (C): -0.3607, atom 5 (Nb): 0.6802, atom 6 (Br): -0.0978

---

Max |F| per entry: 10.13, 5.12, 3.55, 3.94, 2.55, 0.67, 1.95, 4.52 eV/A
Energy per entry: -2153.98319, -1680.56902, -719.69639, -244.59415, -3230.73654, -3356.64645, -513.85568, -11941.57118 a.u.